121
Properties=species:S:1:pos:R:3:forces:R:3 method="wB97M-V/def2-TZVPD" homo_lumo_gap_ev=5.8 charge=+1
C -5.696 -0.436 4.005 -0.22 0.21 -2.05
C -5.834 -0.270 2.502 0.39 0.74 2.54
C -5.225 1.088 1.739 0.67 1.05 -0.45
C -3.570 1.054 1.518 -1.79 2.55 -0.80
C -2.680 -0.243 1.980 0.29 -0.06 -0.57
C -1.945 -0.095 3.442 -0.21 -0.48 1.21
C -0.317 0.088 3.379 0.53 -0.05 -0.46
C 0.545 -1.111 4.095 1.08 -0.18 0.21
C 2.150 -0.987 3.641 0.19 1.23 0.19
C 2.402 -1.290 2.050 -0.43 0.14 0.71
O 3.777 -1.678 1.698 -1.99 0.26 -1.53
C 3.668 -2.071 0.254 -0.89 0.06 -0.50
C -2.826 2.345 0.822 -3.80 0.24 0.36
C -1.217 2.516 0.560 -0.43 0.35 1.02
S -0.669 1.976 -1.181 -0.12 -0.36 0.78
C -0.774 0.116 -1.375 -0.36 -1.84 0.16
C -2.307 -0.347 -1.758 -0.64 0.14 -0.79
C -3.805 3.589 0.350 -1.77 -2.53 1.52
C -3.238 4.965 -0.411 -1.80 -0.08 0.31
C -3.190 4.801 -2.052 0.02 -0.43 -0.05
C -4.617 4.331 -2.725 0.56 -0.25 -0.81
N -5.804 5.198 -2.362 0.40 -0.82 0.84
C -5.419 3.478 0.638 2.74 -1.53 0.27
N -6.109 2.261 1.288 4.95 0.14 -0.97
C -7.607 2.258 1.490 -1.61 1.02 0.78
C -8.487 2.876 0.256 -0.81 -0.10 -0.20
C -8.660 1.893 -1.044 -1.44 1.41 -0.07
F -9.298 2.742 -2.119 1.60 -2.04 2.98
Br -6.956 1.200 -1.826 -1.46 0.54 0.77
C -9.724 0.641 -0.804 -0.92 -0.98 -0.93
F -9.093 -0.543 -0.176 -2.00 3.86 -1.06
F -10.982 1.060 -0.128 4.29 -1.32 -1.34
Br -10.275 0.062 -2.680 0.34 0.21 1.99
H -6.350 0.161 4.787 2.55 0.00 -1.69
H -4.950 -1.236 4.479 -2.79 0.70 -1.27
H -6.403 -1.129 1.948 2.49 1.30 0.38
H -3.282 -1.269 1.980 0.92 2.60 -0.17
H -1.838 -0.383 1.156 -1.81 0.34 1.71
H -2.451 0.738 4.129 1.06 -1.69 -1.70
H -2.148 -1.119 4.018 0.42 2.15 -1.22
H 0.063 1.118 3.829 -0.99 -2.12 -0.84
H -0.011 0.097 2.245 -0.53 -0.12 2.13
H 0.558 -1.007 5.282 -0.32 -0.16 -2.57
H 0.151 -2.201 3.832 0.65 2.38 0.42
H 2.421 0.161 3.816 -0.43 -2.40 -0.26
H 2.866 -1.588 4.362 -1.62 0.94 -1.65
H 2.171 -0.277 1.465 0.13 -2.26 1.00
H 1.690 -2.168 1.743 1.21 1.93 0.37
H 2.890 -1.359 -0.304 1.66 -1.34 1.17
H 3.191 -3.157 0.175 1.36 2.33 0.20
H 4.678 -1.957 -0.327 -1.87 -0.44 1.56
H -0.529 2.033 1.389 -1.78 0.72 -1.66
H -0.974 3.684 0.598 -0.62 -2.58 -0.33
H -0.063 -0.197 -2.279 -1.46 1.09 2.00
H -0.358 -0.494 -0.441 -0.93 1.50 -1.91
H -2.408 -0.382 -2.944 0.21 0.06 2.57
H -3.139 0.418 -1.393 1.94 -1.50 -0.60
H -2.613 -1.402 -1.352 0.88 1.93 -0.68
H -4.073 5.789 -0.195 1.79 -1.77 -0.30
H -2.253 5.378 0.065 -1.78 -1.07 -1.11
H -2.892 5.853 -2.505 -0.51 -2.19 1.02
H -2.395 3.978 -2.350 -1.51 1.86 0.61
H -4.502 4.406 -3.909 0.03 -0.24 2.53
H -4.835 3.188 -2.503 0.45 2.44 -0.24
H -6.545 4.651 -1.854 1.22 1.01 -0.70
H -5.534 6.067 -1.850 -0.41 -1.25 -0.54
H -6.068 4.424 0.309 1.41 -2.59 0.98
H -7.821 2.953 2.436 0.43 -1.49 -2.09
H -8.072 1.214 1.757 1.56 1.78 -0.59
H -8.137 3.919 -0.141 -0.48 -2.12 0.78
H -9.587 3.048 0.687 2.41 -0.47 -0.97
C 5.102 -5.304 -3.731 -0.04 -0.01 -0.10
S 4.997 -4.877 -1.976 0.18 0.22 -0.14
O 3.877 -3.891 -1.818 0.25 -0.51 -0.44
C 6.549 -3.950 -1.918 0.04 0.09 -0.26
H 4.204 -5.863 -4.007 0.09 0.08 0.15
H 5.161 -4.395 -4.335 -0.01 0.00 0.16
H 5.982 -5.927 -3.903 -0.05 0.04 0.12
H 6.519 -3.124 -2.633 -0.20 0.01 0.14
H 7.382 -4.617 -2.149 -0.21 -0.07 0.13
H 6.677 -3.550 -0.909 -0.13 -0.08 -0.08
C -0.036 7.312 -3.016 -0.14 0.00 0.00
S 0.692 6.826 -1.432 -0.06 0.11 0.00
O -0.437 6.562 -0.479 0.19 0.14 -0.27
C 1.372 8.454 -1.033 -0.08 0.07 0.11
H -0.555 6.448 -3.439 0.14 0.04 0.14
H -0.750 8.125 -2.865 0.07 -0.05 0.08
H 0.755 7.628 -3.699 -0.02 -0.06 0.11
H 0.571 9.196 -1.004 0.01 -0.13 -0.02
H 2.116 8.732 -1.782 -0.07 -0.11 0.04
H 1.849 8.399 -0.051 -0.09 -0.11 -0.15
C 8.514 1.462 -2.266 -0.07 0.10 0.02
S 8.374 -0.337 -2.396 -0.40 -0.02 0.09
O 6.913 -0.678 -2.376 0.65 0.23 0.10
C 9.037 -0.694 -0.751 -0.05 0.00 0.12
H 8.117 1.908 -3.182 0.05 -0.19 0.09
H 7.939 1.821 -1.410 0.01 -0.12 -0.05
H 9.565 1.739 -2.156 -0.06 -0.09 -0.03
H 8.430 -0.202 0.012 -0.02 -0.02 -0.13
H 10.071 -0.346 -0.691 -0.08 -0.03 -0.08
H 9.010 -1.775 -0.593 -0.03 0.13 -0.14
C 7.171 -7.212 1.174 -0.11 -0.05 -0.03
S 8.528 -6.387 0.308 -0.09 -0.19 -0.28
O 8.235 -6.458 -1.161 0.14 -0.19 0.62
C 9.775 -7.645 0.676 0.06 -0.08 -0.07
H 6.264 -6.615 1.046 0.19 0.00 -0.05
H 7.010 -8.208 0.755 0.08 0.10 -0.04
H 7.407 -7.286 2.238 0.04 0.06 -0.09
H 9.453 -8.615 0.287 -0.05 0.13 -0.01
H 9.926 -7.705 1.756 -0.05 0.08 -0.08
H 10.712 -7.356 0.195 -0.19 0.06 0.04
C -2.095 -4.394 1.418 -0.10 0.08 -0.04
S -0.374 -3.840 1.365 -0.05 -0.08 -0.29
O -0.358 -2.477 0.737 -0.37 -0.40 0.05
C 0.164 -5.024 0.109 0.06 0.06 -0.09
H -2.642 -3.762 2.122 0.16 -0.05 -0.04
H -2.547 -4.307 0.428 0.12 0.02 0.03
H -2.134 -5.431 1.759 0.07 0.10 0.00
H -0.427 -4.898 -0.802 0.01 0.08 0.12
H 0.051 -6.041 0.492 -0.01 0.12 0.07
H 1.218 -4.838 -0.115 -0.11 0.09 0.07